No. 1
DFT (wB97M-V/def2-TZVPD) results for a molecular structure, C31H48FN4OPSiSr in a non-equilibrium geometry.

Structure (ORCA input):
```
! wB97M-V def2-TZVPD RIJCOSX def2/J DEFGRID3
* xyz 0 1
Sr 0.40 -1.61 -0.31
C -3.84 -3.95 -0.14
Si -2.18 -3.30 -0.79
C -1.73 -4.24 -2.39
C -0.94 -3.93 0.46
N -2.00 -1.63 -0.93
C -2.71 -0.71 -1.65
C -3.83 -0.98 -2.44
C -4.48 0.02 -3.15
C -4.03 1.33 -3.11
C -2.90 1.63 -2.35
C -2.29 0.62 -1.66
F -1.16 0.92 -0.94
H -3.83 -5.04 -0.05
H -4.68 -3.69 -0.79
H -4.05 -3.53 0.85
H -1.56 -5.30 -2.22
H -0.82 -3.83 -2.85
H -2.51 -4.16 -3.15
H -1.36 -4.90 0.73
H -0.87 -3.39 1.41
H 0.09 -4.19 0.14
H -4.21 -1.99 -2.49
H -5.35 -0.23 -3.75
H -4.53 2.11 -3.66
H -2.50 2.63 -2.28
N -0.14 1.99 2.39
C 0.21 0.68 2.33
O 0.66 0.22 1.25
C 0.11 -0.16 3.47
C 0.43 -1.50 3.19
N 0.75 -2.54 2.79
C -0.40 0.28 4.71
N -0.78 0.69 5.72
H -0.34 2.42 1.51
H -0.66 2.32 3.19
C 6.39 -2.23 -3.60
C 5.50 -3.15 -2.78
C 4.92 -2.39 -1.58
C 4.61 -0.91 -1.92
C 4.31 -0.78 -3.41
C 5.55 -1.13 -4.25
P 3.23 -0.30 -0.87
C 3.93 -0.02 0.81
C 3.93 -1.31 1.64
C 4.61 -1.06 2.98
C 6.10 -0.74 2.80
C 6.40 -0.18 1.41
C 5.28 0.73 0.91
C 2.81 1.42 -1.43
C 1.70 1.43 -2.49
C 1.08 2.82 -2.62
C 2.13 3.94 -2.47
C 3.51 3.42 -2.85
C 3.97 2.35 -1.85
H 6.94 -2.79 -4.37
H 7.15 -1.79 -2.95
H 6.05 -4.02 -2.43
H 4.70 -3.53 -3.41
H 5.63 -2.43 -0.75
H 4.02 -2.90 -1.23
H 5.50 -0.31 -1.71
H 3.97 0.23 -3.66
H 3.48 -1.45 -3.67
H 6.15 -0.23 -4.39
H 5.23 -1.44 -5.25
H 3.15 0.61 1.26
H 4.45 -2.12 1.12
H 2.91 -1.65 1.81
H 4.48 -1.91 3.65
H 4.10 -0.22 3.46
H 6.70 -1.64 2.96
H 6.42 -0.02 3.56
H 6.54 -1.00 0.70
H 7.35 0.37 1.41
H 5.56 1.16 -0.05
H 5.18 1.57 1.59
H 2.34 1.82 -0.52
H 0.89 0.73 -2.22
H 2.09 1.09 -3.45
H 0.30 2.94 -1.86
H 0.58 2.91 -3.59
H 2.16 4.29 -1.43
H 1.86 4.80 -3.07
H 4.24 4.23 -2.88
H 3.48 3.00 -3.86
H 4.36 2.85 -0.96
H 4.79 1.78 -2.27
*
```

The HOMO energy comes out at -7.277 eV. The value obtained for the energy above the lowest of the compared OMol25 structures with the same formula, charge and spin is 27.4 kJ/mol.

=====

No. 2
DFT (wB97M-V/def2-TZVPD) results for a molecular structure, C31H48I2NPRu.

Structure (ORCA input):
```
! wB97M-V def2-TZVPD RIJCOSX def2/J DEFGRID3
* xyz 3 2
Ru -0.38 0.18 -0.01
C 2.20 -1.35 -4.73
C 1.00 -1.64 -3.81
C -0.29 -1.07 -4.41
C 1.33 -1.09 -2.45
C 1.15 0.30 -2.15
C 1.63 0.90 -0.97
C 1.91 2.40 -0.98
C 1.37 3.12 -2.23
C 3.44 2.64 -0.99
C 1.98 0.02 0.10
C 2.33 -1.36 -0.25
C 1.96 -1.86 -1.50
C 3.23 -2.23 0.58
C 2.83 -3.71 0.64
C 4.65 -2.15 -0.06
C 2.50 0.52 1.43
C 3.85 0.73 1.62
C 4.35 1.15 2.84
C 3.48 1.38 3.90
C 2.13 1.17 3.73
C 1.62 0.73 2.51
P -0.13 0.29 2.35
C -0.35 -1.30 3.28
C -0.07 -1.20 4.79
C -1.80 -1.79 3.08
C 0.68 -2.31 2.77
C -1.16 1.67 3.12
C -1.36 1.60 4.65
C -2.59 1.60 2.53
C -0.42 3.00 2.88
H 2.01 -1.76 -5.72
H 3.12 -1.79 -4.35
H 2.35 -0.27 -4.84
H 0.90 -2.72 -3.70
H -0.19 -0.02 -4.68
H -1.14 -1.19 -3.74
H -0.52 -1.61 -5.33
H 0.77 0.93 -2.94
H 1.55 2.84 -0.04
H 2.01 2.87 -3.08
H 1.44 4.20 -2.09
H 0.36 2.86 -2.56
H 3.95 1.89 -1.60
H 3.86 2.64 0.00
H 3.65 3.62 -1.43
H 2.18 -2.90 -1.72
H 3.29 -1.82 1.59
H 3.17 -4.25 -0.24
H 1.76 -3.88 0.74
H 3.32 -4.17 1.50
H 4.64 -2.65 -1.02
H 5.35 -2.67 0.59
H 5.01 -1.14 -0.21
H 4.54 0.56 0.80
H 5.42 1.30 2.97
H 3.86 1.72 4.86
H 1.47 1.34 4.57
H -0.75 -0.58 5.35
H 0.96 -0.90 5.00
H -0.17 -2.22 5.18
H -2.50 -1.19 3.66
H -1.88 -2.81 3.43
H -2.13 -1.77 2.03
H 1.66 -2.09 3.19
H 0.79 -2.34 1.69
H 0.39 -3.30 3.11
H -1.96 0.75 4.95
H -1.92 2.50 4.93
H -0.43 1.61 5.21
H -3.23 0.98 3.16
H -2.64 1.17 1.54
H -3.04 2.60 2.54
H 0.29 3.19 3.68
H -1.13 3.83 2.88
H 0.19 3.05 1.97
I -2.65 -0.04 -1.21
C -3.13 3.25 -0.26
I -1.21 3.15 -0.34
H -3.62 4.22 -0.36
H -3.72 2.35 -0.16
N -0.72 -2.85 -0.21
C -0.53 -1.72 -0.09
H -0.94 -3.82 -0.35
*
```

The HOMO energy (spin up / spin down) comes out at -17.429 / -17.563 eV. The value obtained for the energy above the lowest of the compared OMol25 structures with the same formula, charge and spin is 0.0 kJ/mol. Its expectation value of S² is 0.765.

=====

No. 3
DFT (wB97M-V/def2-TZVPD) results for 7 unconnected molecules or ions with the total composition C31H49BF5O23P in a non-equilibrium geometry.

Structure (ORCA input):
```
! wB97M-V def2-TZVPD RIJCOSX def2/J DEFGRID3
* xyz 0 1
C -4.31 -2.68 -0.62
B -3.25 -3.73 -0.11
O -3.63 -4.67 0.79
C -1.68 -3.76 -0.59
P -1.25 -5.60 -0.77
C 0.59 -5.54 -0.79
O -1.65 -5.96 -2.34
O -0.93 -3.15 0.48
C -0.95 -1.82 0.30
O -0.67 -1.00 1.12
O -1.35 -1.51 -0.96
C -1.50 -2.71 -1.72
C -0.25 -2.71 -2.64
F 0.01 -3.96 -3.11
F 0.84 -2.31 -1.93
C -0.45 -1.79 -3.82
C -0.07 -0.46 -3.73
C -0.28 0.38 -4.80
C -0.88 -0.09 -5.96
C -1.24 -1.43 -6.05
C -1.91 -1.97 -7.27
F -3.20 -2.25 -7.04
F -1.88 -1.11 -8.30
F -1.34 -3.12 -7.69
C -1.03 -2.29 -4.98
H -4.90 -2.29 0.21
H -3.92 -1.83 -1.18
H -5.02 -3.20 -1.28
H -4.57 -4.87 0.68
H 1.00 -4.55 -0.63
H 0.91 -6.17 0.05
H 0.98 -5.97 -1.71
H -2.05 -5.23 -2.81
H -2.36 -2.70 -2.38
H 0.40 -0.10 -2.83
H 0.00 1.42 -4.74
H -1.06 0.57 -6.79
H -1.30 -3.33 -5.04
C 1.91 5.65 1.44
O 1.01 4.84 2.20
C 0.49 3.83 1.51
O 0.70 3.59 0.35
O -0.27 3.10 2.32
C -0.88 1.97 1.67
H 2.26 6.44 2.09
H 2.76 5.05 1.10
H 1.40 6.08 0.58
H -0.13 1.31 1.27
H -1.55 2.30 0.88
H -1.45 1.44 2.43
C -0.66 -0.05 4.75
O -0.71 -0.07 6.18
C -1.85 0.39 6.70
O -2.80 0.79 6.07
O -1.77 0.31 8.02
C -2.94 0.78 8.70
H 0.31 -0.44 4.47
H -1.44 -0.68 4.33
H -0.76 0.97 4.39
H -3.81 0.18 8.43
H -3.12 1.83 8.47
H -2.75 0.66 9.76
C 3.60 -3.27 -2.49
O 4.61 -3.31 -3.50
C 4.87 -4.52 -3.97
O 4.35 -5.54 -3.62
O 5.82 -4.42 -4.90
C 6.20 -5.66 -5.50
H 3.48 -2.23 -2.21
H 2.66 -3.66 -2.88
H 3.91 -3.86 -1.62
H 5.35 -6.12 -5.99
H 6.60 -6.34 -4.75
H 6.97 -5.42 -6.23
C 4.83 10.42 -0.97
O 5.09 9.47 -2.00
C 4.63 8.25 -1.76
O 4.03 7.91 -0.77
O 4.94 7.47 -2.79
C 4.50 6.11 -2.65
H 5.27 11.36 -1.31
H 3.76 10.54 -0.82
H 5.30 10.11 -0.04
H 3.42 6.06 -2.57
H 4.96 5.64 -1.79
H 4.82 5.60 -3.56
C 3.39 2.83 -1.37
O 4.44 2.44 -2.27
C 4.09 1.50 -3.14
O 3.00 0.99 -3.21
O 5.14 1.22 -3.90
C 4.90 0.19 -4.88
H 3.81 3.58 -0.71
H 2.55 3.24 -1.91
H 3.06 1.97 -0.78
H 4.11 0.49 -5.56
H 4.64 -0.75 -4.39
H 5.83 0.08 -5.42
C -8.31 -2.46 10.57
O -8.62 -1.71 9.39
C -7.73 -0.77 9.09
O -6.74 -0.51 9.72
O -8.12 -0.15 7.98
C -7.25 0.89 7.54
H -9.11 -3.18 10.68
H -7.36 -2.97 10.46
H -8.28 -1.80 11.44
H -6.26 0.49 7.31
H -7.17 1.67 8.29
H -7.70 1.29 6.63
*
```

The HOMO energy comes out at -8.827 eV. As for the SMILES: CB(O)[C@]1(P(C)O)OC(=O)O[C@H]1C(F)(F)c1cccc(C(F)(F)F)c1.COC(=O)OC.COC(=O)OC.COC(=O)OC.COC(=O)OC.COC(=O)OC.COC(=O)OC.

=====

Computed values of electronic energy (unit: eV) for the preceding records, in sequence: -61657.9249, -62459.7283, -103589.7427.